(1)
Below is a molecular structure, C23H15Cl5N2OPPd at a distorted geometry, with properties calculated with ωB97M-V with the def2-TZVPD basis set.

Atoms and positions in Å:
Pd (1.232488, -0.397783, -0.575494)
Cl (6.693287, 4.322117, -0.738494)
C (5.165787, 3.574117, -0.749694)
C (5.068888, 2.173117, -0.761194)
Cl (6.492087, 1.223017, -0.760094)
C (3.824987, 1.571717, -0.769694)
Cl (3.668888, -0.134683, -0.776794)
C (2.605487, 2.318217, -0.752994)
O (1.464588, 1.779517, -0.741994)
C (2.753088, 3.746017, -0.740694)
Cl (1.324788, 4.672817, -0.734894)
C (3.997088, 4.352317, -0.743294)
Cl (4.127888, 6.058017, -0.731894)
N (-1.193413, -2.216183, -0.070894)
P (-1.190213, -0.643883, -0.765294)
C (-2.998212, -0.403183, -0.880094)
C (-3.789012, -0.568783, 0.254906)
C (-5.156412, -0.391283, 0.164406)
C (-5.735012, -0.032283, -1.044194)
C (-4.946312, 0.140317, -2.169794)
C (-3.576012, -0.047283, -2.090794)
C (-0.832412, 0.379117, 0.729606)
C (-0.093813, -0.129183, 1.812006)
C (0.204587, 0.700517, 2.883106)
C (-0.189412, 2.029517, 2.869406)
C (-0.864612, 2.545517, 1.772906)
C (-1.171113, 1.731617, 0.699206)
C (-0.118013, -3.058283, -0.092394)
C (-0.229612, -4.384883, 0.346606)
C (0.877288, -5.199583, 0.288606)
C (2.073188, -4.693983, -0.221994)
C (2.116588, -3.369283, -0.597794)
N (1.053688, -2.562783, -0.514394)
H (-2.086812, -2.634983, 0.161906)
H (-3.337012, -0.820583, 1.205006)
H (-5.772712, -0.527083, 1.040806)
H (-6.802313, 0.116717, -1.105594)
H (-5.393412, 0.421217, -3.110194)
H (-2.951412, 0.084617, -2.962294)
H (0.148187, -1.190583, 1.872906)
H (0.736687, 0.298417, 3.731606)
H (0.036887, 2.664517, 3.711206)
H (-1.155113, 3.583517, 1.753806)
H (-1.697312, 2.128317, -0.158694)
H (-1.170112, -4.739783, 0.736506)
H (0.815088, -6.222183, 0.626806)
H (2.945188, -5.321083, -0.309294)
H (3.023088, -2.925283, -0.990394)

Forces on the atoms, in the same order (eV/Å):
0.8 0.8 -1.3
0.4 0.2 0.0
-0.4 -0.6 0.0
0.2 0.8 0.0
0.1 -0.2 0.0
-1.1 1.7 0.1
-0.2 -1.1 0.1
3.1 0.8 0.0
-2.6 -2.7 0.2
0.0 -1.0 -0.1
-0.4 0.2 0.0
0.3 -0.4 0.0
-0.1 0.0 0.0
-0.1 -0.2 -0.4
-0.2 0.0 1.9
0.3 0.2 -0.7
0.2 0.0 0.1
0.0 -0.1 0.1
0.0 0.0 -0.1
-0.1 0.0 0.0
0.1 0.0 0.0
0.0 0.0 0.1
-0.5 -0.3 -0.1
0.1 0.1 0.0
0.1 -0.2 0.0
0.0 0.0 -0.1
0.0 -0.2 0.0
-0.2 -0.2 0.2
0.2 0.0 -0.1
-0.1 0.3 -0.1
0.0 0.3 -0.1
0.6 -0.5 0.0
-0.4 1.6 0.2
0.2 0.1 0.0
0.0 0.0 0.1
0.0 0.0 0.1
-0.1 0.0 0.0
-0.1 0.0 -0.1
0.0 0.0 -0.1
0.0 0.2 0.0
0.0 0.0 0.1
0.0 0.1 0.1
0.0 0.1 0.0
0.0 0.1 0.0
-0.1 0.0 0.0
0.0 -0.1 0.0
0.1 0.1 0.0
0.0 0.0 0.1

F_max = 3.8 eV/A
LUMO energy (spin up / spin down) = -5.86 / -5.53 eV
Energy relative to the best compared isomer or geometry (same formula, charge and spin) = 191.7 kJ/mol
DFT total energy = -104496.6388 eV
Charge = +1
HOMO energy (spin up / spin down) = -10.342 / -10.332 eV


(2)
Below is a molecular structure, C23H16BF13N4OPSn at a distorted geometry, with properties calculated with ωB97M-V with the def2-TZVPD basis set.

Atoms and positions in Å:
Sn (-2.518091, -1.163986, 1.007702)
N (-1.428208, -4.865757, 2.868238)
C (-2.482384, -5.670426, 3.133807)
N (-2.182401, -6.930574, 3.584957)
N (-3.756577, -5.350455, 3.010459)
C (-3.885930, -4.160779, 2.451288)
N (-3.760347, -3.163410, 1.888333)
H (-0.601342, -5.324409, 2.519497)
H (-1.598130, -3.958759, 2.412370)
H (-1.413247, -6.975709, 4.234751)
H (-3.000472, -7.423693, 3.908525)
F (3.843470, 1.773038, -5.671097)
C (2.516374, 1.987443, -5.788669)
F (2.377487, 3.288830, -6.120281)
F (2.100002, 1.270650, -6.843040)
C (1.781379, 1.652107, -4.525926)
C (0.906438, 0.583042, -4.470279)
C (0.247726, 0.294051, -3.278330)
C (0.474281, 1.069808, -2.146818)
C (1.363778, 2.144131, -2.217522)
C (2.014428, 2.437076, -3.398867)
P (-0.421948, 0.567976, -0.621011)
C (-0.938340, 2.169300, 0.095416)
C (-1.013567, 2.319993, 1.479996)
C (-1.469361, 3.504072, 2.038343)
C (-1.867807, 4.545479, 1.214136)
C (-1.834262, 4.396775, -0.166269)
C (-1.377085, 3.213258, -0.718907)
C (-2.381954, 5.826511, 1.795994)
F (-3.728585, 5.901932, 1.750457)
F (-1.923817, 6.904779, 1.128566)
F (-2.032345, 5.987186, 3.083853)
C (1.035860, 0.122219, 0.403586)
C (1.330460, -1.233802, 0.486984)
C (2.455116, -1.661031, 1.179772)
C (3.275966, -0.733692, 1.797611)
C (2.983691, 0.624441, 1.734631)
C (1.868191, 1.045614, 1.034818)
C (4.486759, -1.167275, 2.566081)
F (5.573554, -0.426253, 2.255154)
F (4.320152, -1.036205, 3.900454)
F (4.817535, -2.450442, 2.344388)
H (0.729988, -0.026495, -5.345406)
H (-0.439731, -0.544561, -3.230921)
H (1.547902, 2.756364, -1.343557)
H (2.704390, 3.269872, -3.451612)
H (-0.714819, 1.504032, 2.128446)
H (-1.514848, 3.612622, 3.113259)
H (-2.165223, 5.203665, -0.807302)
H (-1.367288, 3.100083, -1.795917)
H (0.686146, -1.960402, 0.010939)
H (2.679797, -2.716367, 1.239940)
H (3.629366, 1.344262, 2.221301)
H (1.650965, 2.105215, 0.981319)
O (-1.059823, -1.933167, 1.873469)
F (-1.781261, -2.151362, -3.147388)
B (-2.104181, -3.156147, -2.221139)
F (-1.062932, -4.068559, -2.095902)
F (-3.301042, -3.775649, -2.545700)
F (-2.273853, -2.496462, -0.926980)

Forces on the atoms, in the same order (eV/Å):
-0.3 -0.1 0.1
-0.5 -0.2 -0.4
0.4 0.1 0.0
-0.2 0.0 0.2
0.1 0.0 0.3
0.6 -0.4 -0.3
-1.0 0.5 -0.1
0.1 0.0 0.2
0.3 0.3 0.2
0.1 0.0 -0.1
0.0 0.0 -0.1
0.1 0.0 0.0
0.0 0.0 0.0
0.0 0.1 0.0
0.0 0.0 0.0
0.0 0.0 0.0
0.0 0.0 0.0
0.0 0.0 0.0
-0.2 0.0 -0.1
0.0 0.0 0.0
0.0 0.0 0.0
0.4 -0.1 0.0
0.2 0.1 0.0
-0.1 0.0 0.0
0.0 0.0 0.0
0.0 0.0 0.0
0.0 0.0 0.0
0.0 0.0 0.0
0.0 0.0 0.0
0.0 0.0 0.0
0.0 0.0 0.0
0.0 0.0 0.0
0.0 0.1 0.0
0.1 0.0 -0.1
0.0 0.0 0.0
0.0 0.0 0.0
0.0 0.0 0.0
0.0 0.0 0.0
0.0 0.0 0.0
0.0 0.0 0.0
0.0 0.0 0.0
0.0 0.0 0.0
0.0 0.0 0.0
0.0 0.0 0.0
0.0 0.0 0.0
0.0 0.0 0.0
0.0 0.0 0.0
0.0 0.0 0.0
0.0 0.0 0.0
0.1 0.0 0.0
-0.1 0.0 0.1
0.0 0.0 0.0
0.0 0.0 0.0
0.0 0.0 0.0
0.1 -0.3 0.2
0.0 0.0 0.0
0.0 0.0 0.1
0.0 0.0 0.0
0.0 0.0 0.0
0.0 -0.1 0.0

F_max = 1.1 eV/A
LUMO energy = 2.40 eV
Energy relative to the best compared isomer or geometry (same formula, charge and spin) = 33.5 kJ/mol
DFT total energy = -83253.8115 eV
Charge = -1
HOMO energy = -5.309 eV


(3)
Below is a molecular structure, C23H16BrCl7N2O2W at a distorted geometry, with properties calculated with ωB97M-V with the def2-TZVPD basis set.

Atoms and positions in Å:
W (0.120610, 0.521553, -0.163432)
O (-3.993808, 2.531579, -0.869724)
C (-4.339482, 1.433228, -1.605951)
C (-5.365854, 1.608578, -2.520102)
C (-5.799764, 0.543813, -3.287477)
C (-5.208666, -0.708762, -3.158104)
C (-4.186368, -0.881476, -2.246416)
C (-3.740765, 0.180883, -1.455959)
C (-2.724808, -0.014351, -0.374693)
O (-1.681394, 0.983962, -0.412358)
N (-2.052875, -1.312198, -0.474244)
N (-0.763665, -1.313006, -0.008169)
C (-0.163609, -2.424378, 0.289605)
C (1.209297, -2.513629, 0.688662)
Br (2.205282, -0.859284, 0.634926)
C (1.907312, -3.610726, 1.034500)
C (1.361686, -4.937113, 1.272332)
C (0.110913, -5.140463, 1.868561)
C (-0.363866, -6.426163, 2.053911)
C (0.400094, -7.512795, 1.643500)
C (1.655628, -7.320618, 1.079424)
C (2.146349, -6.038470, 0.913987)
H (-3.152350, 2.399434, -0.427343)
H (-5.811890, 2.590135, -2.608874)
H (-6.604012, 0.691956, -3.995532)
H (-5.543466, -1.540159, -3.761660)
H (-3.726099, -1.857911, -2.167083)
H (-3.194426, 0.087112, 0.611613)
H (-2.593006, -2.141556, -0.266285)
H (-0.697129, -3.362318, 0.166823)
H (2.984881, -3.510068, 1.127303)
H (-0.449729, -4.299831, 2.260152)
H (-1.316335, -6.586446, 2.540589)
H (0.026254, -8.517289, 1.791117)
H (2.255470, -8.170179, 0.784057)
H (3.129840, -5.884860, 0.486561)
Cl (-0.252815, 0.778515, 2.467254)
C (-0.411410, 2.581862, 2.763498)
Cl (-0.628218, 3.440694, 1.258307)
H (0.505973, 2.895842, 3.245251)
H (-1.281987, 2.705189, 3.396381)
Cl (1.797754, 2.470325, -0.815520)
C (1.690061, 1.497628, -2.289854)
C (0.831214, 0.424192, -2.133957)
C (0.693376, -0.420222, -3.237469)
Cl (-0.323895, -1.805224, -3.162172)
C (1.383196, -0.151444, -4.423332)
Cl (1.212203, -1.183125, -5.769445)
C (2.229524, 0.966998, -4.516752)
Cl (3.058034, 1.297989, -5.957826)
C (2.401846, 1.819476, -3.419727)
Cl (3.419705, 3.185437, -3.458808)

Forces on the atoms, in the same order (eV/Å):
0.0 0.6 -1.0
-0.1 -0.2 0.0
0.0 0.2 0.2
-0.1 0.0 -0.1
0.0 0.0 0.0
0.0 0.1 0.0
0.1 0.0 -0.1
0.0 0.0 -0.1
0.2 -0.3 0.0
0.3 -0.3 0.1
0.1 0.1 -0.2
-0.4 -0.4 0.3
0.1 -0.2 -0.1
-0.1 0.1 -0.1
0.2 0.0 0.1
-0.1 -0.2 0.0
0.1 0.1 0.0
0.0 -0.1 0.0
0.0 0.0 0.0
0.0 0.0 0.0
0.0 0.0 0.0
0.0 -0.1 0.0
0.1 0.0 0.0
0.0 0.0 0.0
0.0 0.0 0.0
0.0 0.0 0.0
0.0 0.0 0.0
0.1 0.2 0.1
0.0 0.0 0.1
0.0 0.0 0.1
0.0 0.0 0.0
0.0 0.0 0.0
0.0 0.0 0.0
0.0 0.0 0.0
0.0 0.0 0.0
0.0 0.0 0.0
0.0 0.3 0.2
0.0 0.0 0.0
0.0 0.1 0.2
0.0 -0.1 0.0
0.0 -0.1 0.0
-0.2 0.0 0.1
-0.1 0.1 0.1
-0.1 -0.2 0.2
0.0 -0.1 -0.1
0.1 0.1 0.1
0.0 0.0 0.0
0.0 0.0 0.0
0.0 0.0 0.0
0.0 0.0 0.0
0.0 0.1 0.1
0.0 0.0 0.0

<S²> = 2.04
F_max = 1.2 eV/A
LUMO energy (spin up / spin down) = -7.96 / -7.95 eV
Energy relative to the best compared isomer or geometry (same formula, charge and spin) = 1.9 kJ/mol
DFT total energy = -190693.3953 eV
Multiplicity = 3
Charge = +2
HOMO energy (spin up / spin down) = -13.331 / -13.332 eV